1.
A cluster of 9 separate species, C38H55N9 in total in a non-equilibrium geometry. Source: the Open Molecules 2025 dataset; level of theory: ωB97M-V/def2-TZVPD.

The HOMO-LUMO gap comes out at 8.75 eV. The SMILES is c1cc[nH]c1.c1cc[nH]c1.c1cc[nH]c1.c1cc[nH]c1.c1cc[nH]c1.c1cc[nH]c1.c1cc[nH]c1.c1cc[nH]c1.CCN(CC)CC. As for the energy above the lowest of the compared OMol25 structures with the same formula, charge and spin: 0.0 kcal/mol. For the LUMO energy, the calculation gives 0.69 eV.

```
! RIJCOSX wB97M-V def2-TZVPD def2/J DEFGRID3
* xyz 0 1
N -14.926 9.392 13.118
C -15.070 8.730 11.918
C -14.260 9.346 10.997
C -13.446 10.283 11.714
C -13.900 10.296 13.006
H -15.623 9.404 13.842
H -15.874 8.025 11.783
H -14.130 8.941 10.005
H -12.697 10.888 11.232
H -13.570 10.907 13.828
N -8.448 6.231 5.877
C -9.791 6.479 6.026
C -10.428 5.954 4.934
C -9.449 5.251 4.175
C -8.233 5.449 4.783
H -7.752 6.592 6.505
H -10.128 7.150 6.799
H -11.456 5.944 4.619
H -9.559 4.674 3.271
H -7.269 5.086 4.469
N -17.408 5.168 9.516
C -18.350 5.875 10.203
C -19.494 5.115 10.228
C -19.209 3.904 9.545
C -17.932 3.998 9.047
H -16.502 5.569 9.339
H -18.156 6.846 10.625
H -20.473 5.376 10.596
H -19.886 3.080 9.392
H -17.314 3.373 8.425
N -13.443 9.265 1.952
C -12.844 8.808 0.809
C -12.440 7.522 1.023
C -12.824 7.201 2.353
C -13.479 8.267 2.888
H -13.975 10.116 2.012
H -12.743 9.486 -0.022
H -11.965 6.865 0.316
H -12.682 6.242 2.823
H -13.833 8.431 3.893
N -21.791 7.587 5.586
C -22.630 6.935 6.445
C -21.845 6.226 7.317
C -20.490 6.464 6.970
C -20.489 7.334 5.914
H -22.064 8.288 4.922
H -23.697 7.042 6.362
H -22.140 5.512 8.069
H -19.651 6.120 7.553
H -19.694 7.799 5.356
N -15.729 6.217 5.902
C -14.560 6.892 6.170
C -14.868 7.842 7.108
C -16.211 7.627 7.532
C -16.695 6.577 6.793
H -15.859 5.485 5.194
H -13.685 6.606 5.610
H -14.308 8.672 7.508
H -16.677 8.274 8.259
H -17.651 6.082 6.784
N -20.736 10.386 10.645
C -19.624 9.776 10.142
C -18.523 10.357 10.716
C -18.998 11.382 11.576
C -20.364 11.386 11.507
H -21.660 10.206 10.295
H -19.733 8.889 9.538
H -17.520 10.043 10.476
H -18.413 11.951 12.279
H -21.125 11.915 12.055
N -10.696 9.870 5.663
C -9.853 10.790 6.230
C -10.489 11.315 7.325
C -11.741 10.662 7.428
C -11.843 9.762 6.393
H -10.465 9.449 4.779
H -8.879 10.931 5.795
H -10.156 12.136 7.938
H -12.521 10.879 8.141
H -12.740 9.306 6.010
C -13.631 3.415 4.276
C -15.019 3.054 3.795
N -15.950 4.169 3.886
C -17.347 3.756 3.907
C -17.689 2.948 5.170
C -15.684 5.202 2.882
C -15.729 4.809 1.414
H -12.941 2.583 4.112
H -13.628 3.601 5.351
H -13.186 4.276 3.775
H -15.044 2.591 2.799
H -15.375 2.276 4.476
H -17.946 4.666 3.959
H -17.615 3.141 3.038
H -17.525 1.883 5.017
H -17.049 3.253 6.005
H -18.698 3.167 5.519
H -14.783 5.743 3.170
H -16.419 6.013 2.988
H -16.549 4.137 1.161
H -14.825 4.253 1.133
H -15.747 5.693 0.781
*
```

---

2.
A cluster of 2 separate species, C5H7N3 in total in a non-equilibrium geometry. Source: the Open Molecules 2025 dataset; level of theory: ωB97M-V/def2-TZVPD.

The HOMO-LUMO gap comes out at 8.86 eV. As for the energy above the lowest of the compared OMol25 structures with the same formula, charge and spin: 236.8 kcal/mol. For the LUMO energy, the calculation gives 0.21 eV.

```
! RIJCOSX wB97M-V def2-TZVPD def2/J DEFGRID3
* xyz 0 1
C -0.179 0.443 -0.490
C -1.131 -0.438 0.494
C 0.733 0.174 1.430
C -1.413 -1.763 -0.220
C -1.840 -2.551 -1.254
H 2.564 1.017 -0.153
H 2.287 2.330 0.444
H 0.144 0.086 -1.547
H -0.836 1.371 -0.766
H -2.104 0.038 0.557
H 1.304 0.461 2.491
H -1.760 -3.189 -2.618
N 1.780 1.635 -0.433
N 0.806 0.983 0.321
N -0.356 -0.597 1.743
*
```

---

3.
A cluster of 2 separate species, C14H33N5O7PS2 in total. Source: the Open Molecules 2025 dataset; level of theory: ωB97M-V/def2-TZVPD.

The HOMO-LUMO gap comes out at 9.71 eV. For the LUMO energy, the calculation gives -2.89 eV.

```
! RIJCOSX wB97M-V def2-TZVPD def2/J DEFGRID3
* xyz 1 1
C 6.056 -1.697 2.563
C 5.656 -1.300 1.154
O 5.005 -0.011 1.079
P 3.760 0.406 1.959
O 4.040 0.868 3.318
C 2.952 1.666 0.960
C 1.817 2.316 1.779
C 0.474 1.715 1.403
N -0.583 1.940 2.425
S -0.406 3.130 3.650
C -1.741 1.268 2.400
N -2.740 1.395 3.286
C -3.700 0.590 2.875
N -3.396 -0.073 1.768
C -4.207 -1.017 0.984
C -3.479 -2.284 0.515
N -3.251 -2.225 -0.918
N -2.125 0.358 1.460
O -1.534 -0.067 0.318
O 2.745 -0.846 1.986
C 2.353 -1.522 0.784
C 2.367 -3.032 0.995
H 5.259 -2.234 3.077
H 6.923 -2.355 2.517
H 6.312 -0.820 3.155
H 6.532 -1.200 0.518
H 5.016 -2.052 0.695
H 3.714 2.413 0.735
H 2.620 1.254 0.004
H 1.818 3.383 1.570
H 2.025 2.156 2.835
H 0.130 2.125 0.451
H 0.601 0.641 1.271
H 0.302 2.377 4.509
H -4.651 0.460 3.367
H -4.631 -0.489 0.129
H -5.026 -1.265 1.655
H -2.560 -2.394 1.114
H -4.120 -3.137 0.729
H -2.636 -1.462 -1.175
H -2.837 -3.086 -1.255
H -1.030 -0.868 0.541
H 2.998 -1.231 -0.047
H 1.341 -1.192 0.518
H 3.220 -3.510 0.518
H 2.419 -3.239 2.063
H 1.457 -3.495 0.617
O -1.835 -0.304 -3.067
S -2.529 0.924 -3.345
O -3.949 0.895 -3.498
O -1.840 1.647 -4.559
C -1.695 0.908 -5.811
C -2.997 0.770 -6.565
C -2.112 2.122 -2.121
H -1.243 -0.059 -5.589
H -0.974 1.498 -6.370
H -3.711 0.147 -6.030
H -2.796 0.312 -7.533
H -3.453 1.746 -6.727
H -1.032 2.154 -2.010
H -2.589 1.800 -1.198
H -2.506 3.086 -2.430
*
```

---

4.
A structure of composition CoH12O6 in a non-equilibrium geometry. Source: the Open Molecules 2025 dataset; level of theory: ωB97M-V/def2-TZVPD.

The HOMO-LUMO gap (spin up / spin down) comes out at 12.22 / 11.20 eV. As for the energy above the lowest of the compared OMol25 structures with the same formula, charge and spin: 17.8 kcal/mol. For the LUMO energy (spin up / spin down), the calculation gives -7.46 / -8.05 eV. The expectation value of S² is 3.754.

```
! RIJCOSX wB97M-V def2-TZVPD def2/J DEFGRID3
* xyz 2 4
Co -0.034 -0.095 0.017
O -1.593 0.366 -1.187
H -1.483 -0.144 -1.990
H -1.667 1.276 -1.416
O 0.407 -1.923 -1.090
H -0.207 -2.520 -1.539
H 0.852 -1.518 -1.854
O -0.551 1.544 1.303
H 0.173 2.211 1.451
H -1.310 2.123 1.423
O 1.538 -0.609 1.331
H 2.392 -0.912 0.938
H 1.823 0.128 1.872
O 1.249 1.135 -1.026
H 2.026 1.557 -0.733
H 1.181 1.563 -1.902
O -1.290 -1.124 1.338
H -2.205 -0.944 1.634
H -1.297 -2.115 1.430
*
```

---

5.
A structure of composition C21H19Br2N5O2Ru in a non-equilibrium geometry. Source: the Open Molecules 2025 dataset; level of theory: ωB97M-V/def2-TZVPD.

The HOMO-LUMO gap (spin up / spin down) comes out at 6.34 / 6.03 eV. As for the energy above the lowest of the compared OMol25 structures with the same formula, charge and spin: 0.0 kcal/mol. For the LUMO energy (spin up / spin down), the calculation gives -4.61 / -4.88 eV. The expectation value of S² is 0.778.

```
! RIJCOSX wB97M-V def2-TZVPD def2/J DEFGRID3
* xyz 1 2
Ru 0.449 -1.010 1.702
Br 1.149 -1.084 4.319
C 3.074 -1.233 4.001
Br 3.463 -0.809 2.155
H 3.362 -2.265 4.191
H 3.597 -0.531 4.651
N 0.520 6.011 -5.834
C 0.518 5.222 -5.005
C 0.525 4.228 -3.999
C -0.598 3.425 -3.803
C -0.584 2.460 -2.816
C 0.532 2.301 -1.996
C 1.647 3.113 -2.195
C 1.655 4.061 -3.197
C 0.535 1.302 -0.907
C 0.589 -0.070 -1.229
C 0.638 -0.643 -2.542
C 0.754 -2.019 -2.384
C 0.774 -2.260 -1.016
N 0.661 -1.089 -0.322
C 0.483 1.794 0.419
C 0.361 3.167 0.807
C 0.249 3.182 2.184
C 0.301 1.854 2.606
N 0.466 1.014 1.544
H -1.465 3.561 -4.429
H -1.452 1.842 -2.656
H 2.516 2.984 -1.567
H 2.532 4.665 -3.373
H 0.595 -0.100 -3.466
H 0.820 -2.757 -3.157
H 0.898 -3.208 -0.521
H 0.351 4.009 0.144
H 0.136 4.038 2.815
H 0.204 1.483 3.613
C -3.436 -3.073 0.677
C -2.177 -2.541 1.258
N -1.893 -1.277 1.321
O -2.770 -0.416 0.693
C -1.168 -3.430 1.783
C -1.455 -4.861 2.107
N 0.006 -2.881 1.909
O 1.081 -3.381 2.327
H -3.708 -2.488 -0.199
H -4.254 -2.968 1.388
H -3.330 -4.120 0.414
H -2.586 0.474 1.029
H -2.452 -4.962 2.527
H -0.724 -5.235 2.822
H -1.386 -5.477 1.210
*
```

---

Number 1: total energy -53706.341 eV. Number 2: total energy -9759.117 eV. Number 3: total energy -67788.456 eV. Number 4: total energy -50091.938 eV. Number 5: total energy -176287.446 eV.